Computed, not measured: C5H11N3 in the gas phase in a non-equilibrium geometry, with ωB97M-V/def2-TZVPD.

```
19
Properties=species:S:1:pos:R:3:forces:R:3:mulliken_charge:R:1
H 1.334 -2.156 0.678 2.7 -1.2 1.0 0.243
N 0.496 -2.243 0.190 0.3 -3.1 1.0 -0.658
C 0.214 -1.068 0.019 -1.7 3.6 -1.4 0.609
C -1.164 -0.898 -0.623 -2.3 0.3 -1.4 -0.496
C -0.991 -0.434 -2.133 0.8 -4.0 0.2 -1.123
N 1.126 0.023 0.269 -2.5 0.4 -0.5 -0.124
N 0.778 1.276 -0.291 -2.3 1.6 -0.1 -0.621
C -0.095 1.882 0.422 0.0 1.0 4.2 0.107
C -0.105 1.432 2.130 -2.3 -0.2 -2.1 -0.849
H -2.113 -0.473 -0.048 2.6 0.0 -0.9 0.266
H -1.562 -1.959 -0.817 1.0 1.4 0.8 0.285
H -0.480 0.427 -2.462 0.4 1.3 0.3 0.338
H -1.892 -0.602 -2.687 -0.9 0.5 -0.1 0.359
H -0.381 -1.346 -2.556 -0.6 1.8 0.6 0.288
H 2.096 0.055 0.157 1.6 -1.8 -0.4 0.210
H -0.632 2.994 0.305 1.8 -3.2 -0.6 0.273
H 0.205 2.387 2.532 0.1 0.1 0.4 0.358
H -1.195 1.181 2.578 2.7 0.4 -1.2 0.222
H 0.657 0.610 2.248 -1.2 1.2 0.1 0.310
```
Positions in Å, forces in eV/Å.

The HOMO-LUMO gap is 0.3565 Ha. As for the LUMO energy: 0.035 hartree. As for the energy above the lowest of the compared OMol25 structures with the same formula, charge and spin: 114.60 kcal per mole. As for the energy: -9828.937 eV. Its SMILES is [H]/N=C(/CC)N/N=C\C.

Computed, not measured: a molecular structure, C5H11N3 in a non-equilibrium geometry, with ωB97M-V/def2-TZVPD.

```
19
Properties=species:S:1:pos:R:3:forces:R:3:mulliken_charge:R:1
C 3.080 -0.449 -0.144 -0.9 2.2 3.2 -0.922
C 1.680 0.365 0.030 1.4 -2.3 -2.6 -0.688
C -0.558 0.083 -0.308 -0.9 2.2 1.9 0.554
C -2.611 -0.825 0.500 -1.7 -1.0 -2.4 -0.300
C -2.860 0.488 -0.156 2.5 0.8 -1.2 -0.371
H 2.946 -1.232 0.841 0.7 1.3 -3.6 0.272
H 3.296 -0.670 -1.239 0.0 -0.5 1.9 0.327
H 3.848 0.328 0.355 -1.2 -1.8 -1.7 0.263
H 1.332 1.443 -0.502 2.2 -3.7 -0.3 0.407
H 1.847 0.740 0.989 -0.7 0.0 2.1 0.392
H 0.639 -1.395 -0.847 0.0 0.0 0.2 0.285
H 0.355 1.622 0.472 -0.4 0.3 0.5 0.216
H -2.114 -0.913 1.409 0.7 0.0 1.6 0.257
H -3.397 -1.707 0.285 2.0 2.1 0.5 0.167
H -2.101 1.611 -0.057 -2.2 -3.4 0.5 0.352
H -3.646 0.447 -0.876 -0.6 0.2 -0.3 0.220
N 0.462 -0.752 -0.078 4.6 3.3 0.1 -0.251
N -0.484 1.368 0.007 -2.5 -1.4 -0.6 -0.699
N -1.715 -0.555 -0.681 -3.0 1.7 0.3 -0.480
```
Positions in Å, forces in eV/Å.

The HOMO-LUMO gap is 0.3497 Ha. As for the LUMO energy: 0.030 hartree. As for the energy above the lowest of the compared OMol25 structures with the same formula, charge and spin: 157.70 kcal per mole. As for the energy: -9827.068 eV.

Computed, not measured: 3 unconnected molecules or ions with the total composition C5H11N3 in a non-equilibrium geometry, with ωB97M-V/def2-TZVPD.

```
19
Properties=species:S:1:pos:R:3:forces:R:3:mulliken_charge:R:1
C 0.633 -0.952 -0.849 -0.6 0.3 0.1 -0.028
C 0.998 -1.012 0.485 0.2 -0.2 -0.2 -0.705
C 1.386 -0.079 -1.822 -0.1 0.0 0.0 -1.111
C -1.377 0.051 -0.978 0.8 -0.6 -0.4 -1.020
N -0.519 0.383 1.422 -1.0 0.0 0.3 0.060
N -1.455 0.380 2.446 0.5 0.0 0.0 -0.676
C 0.002 1.577 1.203 0.5 0.4 0.1 0.450
N 0.535 2.576 0.934 -0.2 -0.3 0.0 -0.539
H 0.190 -1.854 -1.259 -0.1 0.0 0.0 0.440
H -1.203 0.904 3.280 0.0 -0.1 0.0 0.244
H -1.743 -0.566 2.659 0.1 0.1 -0.1 0.220
H 1.805 -0.393 0.860 -0.1 0.0 0.1 0.363
H 0.688 -1.850 1.096 0.0 0.1 0.0 0.271
H 0.771 0.197 -2.682 0.0 0.0 0.0 0.305
H 2.264 -0.602 -2.209 0.0 0.0 0.0 0.339
H 1.713 0.846 -1.345 0.0 0.0 0.0 0.323
H -1.380 -0.451 -1.934 -0.2 0.2 -0.1 0.455
H -1.155 1.108 -1.011 0.0 0.0 0.0 0.295
H -2.155 -0.262 -0.298 0.1 -0.1 0.1 0.314
```
Positions in Å, forces in eV/Å.

The HOMO-LUMO gap (spin up / spin down) is 0.3044 / 0.2363 Ha. As for the LUMO energy (spin up / spin down): -0.009 / -0.038 hartree. As for the energy above the lowest of the compared OMol25 structures with the same formula, charge and spin: 149.06 kcal per mole. As for the energy: -9827.442 eV.

Computed, not measured: a molecular structure, C5H11N3 in a non-equilibrium geometry, with ωB97M-V/def2-TZVPD.

```
19
Properties=species:S:1:pos:R:3:forces:R:3:mulliken_charge:R:1
C 1.127 1.151 -1.819 -0.4 0.4 0.1 -0.840
C -2.160 0.052 -0.597 0.3 -0.3 -0.6 -0.878
C -0.700 -0.660 2.132 -0.5 0.0 -0.7 -1.254
C 0.960 -0.290 0.125 -1.8 -0.9 3.2 0.449
C -0.203 -0.146 0.813 3.0 -2.3 3.4 0.289
N 2.244 -0.546 0.391 2.7 -0.3 0.2 -0.509
N 0.445 0.121 -1.043 -2.4 0.9 -2.7 -0.170
N -0.834 0.496 -0.182 -0.8 2.3 -3.3 -0.225
H 2.503 -0.801 1.335 -0.3 0.1 -0.3 0.196
H 2.795 -1.030 -0.307 -0.3 0.0 0.1 0.207
H 1.556 1.940 -1.192 0.0 0.0 0.0 0.302
H 1.930 0.701 -2.414 -0.2 -0.1 0.2 0.337
H 0.414 1.594 -2.519 0.1 -0.1 0.1 0.258
H -2.895 0.351 0.160 0.3 0.0 0.0 0.342
H -2.222 -1.034 -0.733 0.0 0.0 0.0 0.311
H -2.432 0.544 -1.533 0.0 0.0 0.1 0.274
H 0.130 -0.965 2.773 -0.1 0.2 -0.1 0.318
H -1.336 0.071 2.641 0.2 0.0 0.2 0.327
H -1.321 -1.549 1.971 0.0 0.0 0.1 0.266
```
Positions in Å, forces in eV/Å.

The HOMO-LUMO gap is 0.2701 Ha. As for the LUMO energy: 0.036 hartree. As for the energy above the lowest of the compared OMol25 structures with the same formula, charge and spin: 77.66 kcal per mole. As for the energy: -9830.539 eV.